Entry from OMol25: a 2-piece molecular cluster, C5H11N2OS overall at a distorted geometry (ωB97M-V with the def2-TZVPD basis set).

The geometry in ORCA input format:
```
! RIJCOSX wB97M-V def2-TZVPD def2/J DEFGRID3
* xyz 1 3
N 0.56 -0.78 0.37
H 1.44 -2.21 1.44
H 0.25 1.61 -1.34
S -2.79 -0.31 -0.45
C 0.81 1.55 -0.38
H 0.85 2.59 -0.01
N 0.25 0.67 2.00
H 0.60 -2.27 -1.16
H -3.30 -0.30 -1.59
H -0.36 -2.32 1.59
C 0.40 -0.60 2.70
H 0.33 1.52 2.44
H 1.78 -0.91 -1.31
C 0.54 -1.58 1.56
O 0.37 -0.80 3.83
H 1.82 1.31 -0.57
H 0.16 -0.62 -1.66
C 0.49 0.45 0.69
H -3.88 0.10 0.15
C 0.78 -1.16 -0.97
*
```

The HOMO energy (spin up / spin down) comes out at -10.06 / -13.25 eV. The value obtained for the molar mass is 147.2 g mol⁻¹. The LUMO energy (spin up / spin down) comes out at -2.9 / -8.4 eV. For the frontier orbital gap (spin up / spin down), the calculation gives 7.178 / 4.809 eV.

Atom charges from the Löwdin analysis, given in e for atoms 1 to 4: -0.05, 0.17, 0.09, 0.58

***

Entry from OMol25: an isolated ion of composition C5H11N2OS2 and charge +1 at a distorted geometry (ωB97M-V with the def2-TZVPD basis set).

The geometry in ORCA input format:
```
! RIJCOSX wB97M-V def2-TZVPD def2/J DEFGRID3
* xyz 1 1
H -0.33 1.02 0.98
H 1.89 -1.07 -1.03
S -2.84 -0.07 0.38
H 1.55 -0.28 1.66
N 1.54 -1.21 -0.11
H -0.21 -2.19 -0.54
C -0.01 -1.21 -0.16
H 1.89 1.29 -0.98
H -0.37 2.29 -0.34
H 2.02 -1.97 0.36
C 1.45 1.21 0.07
H 1.66 2.07 0.63
H -0.10 0.03 -1.86
O -5.51 -0.08 0.91
H -0.56 -1.10 0.81
S -4.67 0.17 -0.25
C -0.50 0.08 -0.91
H 3.07 -0.15 0.67
N -1.93 -0.02 -0.96
C 2.03 -0.05 0.70
C -0.05 1.24 -0.01
*
```

The HOMO energy (spin up / spin down) comes out at -11.81 / -12.05 eV. The value obtained for the molar mass is 179.3 g mol⁻¹. The LUMO energy (spin up / spin down) comes out at -4.4 / -4.2 eV. For the frontier orbital gap (spin up / spin down), the calculation gives 7.459 / 7.901 eV.

Atom charges from the Löwdin analysis, given in e for atoms 1 to 4: 0.09, 0.16, 0.69, 0.15

***

Entry from OMol25: an isolated ion of composition C5H11N2S and charge +1 at a distorted geometry (ωB97M-V with the def2-TZVPD basis set).

The geometry in ORCA input format:
```
! RIJCOSX wB97M-V def2-TZVPD def2/J DEFGRID3
* xyz 1 1
H -0.28 -2.28 2.80
N -0.38 0.45 -0.56
H 1.03 1.90 0.04
C 0.29 -2.49 1.85
H -0.73 0.08 -1.42
H 0.86 0.77 -2.82
H -1.18 2.01 0.57
H -0.26 -3.37 1.49
H 2.04 1.80 -2.30
H 1.23 -2.81 2.14
C -1.36 1.55 -0.36
H -2.27 1.12 -0.25
C -0.63 -0.60 0.53
H -1.47 -0.38 1.14
C 0.89 1.12 -0.81
S 1.87 -1.16 0.11
C 0.38 -1.37 0.91
H -1.30 2.35 -0.99
N 1.26 1.30 -2.09
*
```

The HOMO energy (spin up / spin down) comes out at -12.14 / -12.14 eV. The value obtained for the molar mass is 131.2 g mol⁻¹. The LUMO energy (spin up / spin down) comes out at -4.8 / -4.8 eV. Its structure (SMILES) is C/C([S-])=C/[N@@H+](C)C=[NH2+]. For the frontier orbital gap (spin up / spin down), the calculation gives 7.344 / 7.341 eV.

Atom charges from the Löwdin analysis, given in e for atoms 1 to 4: 0.12, -0.14, 0.19, -0.11

***

Entry from OMol25: an isolated ion of composition C5H11N2S and charge +1 at a distorted geometry (ωB97M-V with the def2-TZVPD basis set).

The geometry in ORCA input format:
```
! RIJCOSX wB97M-V def2-TZVPD def2/J DEFGRID3
* xyz 1 1
H -0.42 -0.05 -1.81
N 0.90 -0.07 -0.17
H -1.81 -0.61 1.45
S -3.62 -0.84 0.03
C -1.42 1.00 -0.19
C -2.18 -0.06 0.62
H 2.55 -2.85 -0.52
H 0.29 1.52 -1.15
C 1.55 0.70 0.87
H 1.03 1.67 0.89
H -1.34 1.88 0.39
N 2.25 -2.06 -0.03
C -0.18 0.55 -0.90
C 1.28 -1.24 -0.64
H -2.01 1.44 -1.02
H -3.59 -0.16 -1.15
H 2.57 0.78 0.70
H 1.32 0.25 1.88
H 2.84 -1.85 0.75
*
```

The HOMO energy (spin up / spin down) comes out at -11.11 / -11.11 eV. The value obtained for the molar mass is 131.2 g mol⁻¹. The LUMO energy (spin up / spin down) comes out at -6.8 / -6.8 eV. For the frontier orbital gap (spin up / spin down), the calculation gives 4.360 / 4.361 eV.

Atom charges from the Löwdin analysis, given in e for atoms 1 to 4: 0.13, -0.24, 0.08, 1.04

***

Entry from OMol25: one molecule with the formula C5H11N3 at a distorted geometry (ωB97M-V with the def2-TZVPD basis set).

The geometry in ORCA input format:
```
! RIJCOSX wB97M-V def2-TZVPD def2/J DEFGRID3
* xyz 0 1
C 1.26 0.99 -0.46
C 0.99 -0.86 1.27
H -1.15 -1.35 -0.34
N -1.12 1.03 -0.89
C 1.36 0.40 0.97
H 1.16 0.14 -1.08
H 1.52 1.17 1.79
H 1.00 -2.92 0.82
H -3.17 0.93 -1.15
H -2.61 2.69 -0.95
C -2.32 1.54 -0.95
H 2.12 1.73 -0.95
H 0.96 -1.12 2.29
N -0.02 1.75 -0.65
C 0.72 -2.03 0.31
H 1.32 -1.86 -0.58
N -0.69 -2.25 -0.11
H -1.28 -2.58 0.74
H -0.06 2.60 -0.06
*
```

The HOMO energy comes out at -8.48 eV. The value obtained for the molar mass is 113.2 g mol⁻¹. The LUMO energy comes out at 1.1 eV. Its structure (SMILES) is C=NNC/C=C\CN. For the frontier orbital gap, the calculation gives 9.550 eV.

Atom charges from the Löwdin analysis, given in e for atoms 1 to 4: -0.19, -0.10, 0.03, -0.09

***

Entry from OMol25: one molecule with the formula C5H11N3 at a distorted geometry (ωB97M-V with the def2-TZVPD basis set).

The geometry in ORCA input format:
```
! RIJCOSX wB97M-V def2-TZVPD def2/J DEFGRID3
* xyz 0 1
H 0.78 -2.17 1.93
H -2.39 1.37 -1.10
H -0.30 2.55 -0.38
H -1.44 0.11 -1.88
H -0.10 -0.87 2.74
H -1.40 1.76 -2.53
H 2.16 -1.69 -1.56
H 0.68 1.43 -1.23
H -1.59 1.93 1.94
N 0.76 -0.74 -0.35
H 2.53 -1.78 0.17
N -1.11 1.03 2.01
N 0.49 -1.21 1.97
C -0.27 1.51 -0.72
C -0.56 0.73 0.89
C -1.44 1.17 -1.61
C 0.24 -0.56 0.81
H 1.23 -2.78 -0.53
C 1.72 -1.80 -0.57
*
```

The HOMO energy comes out at -9.00 eV. The value obtained for the molar mass is 113.2 g mol⁻¹. The LUMO energy comes out at 1.0 eV. Its structure (SMILES) is [H]/N=C(CC)/C(N)=N/C. For the frontier orbital gap, the calculation gives 9.956 eV.

Atom charges from the Löwdin analysis, given in e for atoms 1 to 4: 0.09, 0.07, 0.07, 0.07

***

Entry from OMol25: one molecule with the formula C5H11N3 at a distorted geometry (ωB97M-V with the def2-TZVPD basis set).

The geometry in ORCA input format:
```
! RIJCOSX wB97M-V def2-TZVPD def2/J DEFGRID3
* xyz 0 1
H -1.89 -2.33 -0.13
C 1.33 0.96 -1.13
C 0.13 0.16 -0.70
H -1.20 1.62 0.05
C -0.18 -1.11 0.00
H 0.96 1.08 2.30
H -0.12 -1.18 2.31
H -1.83 0.42 -0.98
H -1.44 -0.12 1.45
C -0.35 -0.49 1.50
H 0.99 1.95 -1.34
H -1.14 -2.04 -1.57
H 2.16 0.63 -1.75
H 0.63 -1.80 -0.21
N -1.37 -1.67 -0.68
N 0.48 0.86 1.42
N -1.00 0.99 -0.80
H 1.97 -0.33 0.43
C 1.43 0.62 0.31
*
```

The HOMO energy comes out at -7.43 eV. The value obtained for the molar mass is 113.2 g mol⁻¹. The LUMO energy comes out at 1.0 eV. Its structure (SMILES) is N[C@@H]1CN[C@@H]2C[C@@]12N. For the frontier orbital gap, the calculation gives 8.411 eV.

Atom charges from the Löwdin analysis, given in e for atoms 1 to 4: 0.07, -0.07, -0.43, 0.12

***

Entry from OMol25: one molecule with the formula C5H11N3 at a distorted geometry (ωB97M-V with the def2-TZVPD basis set).

The geometry in ORCA input format:
```
! RIJCOSX wB97M-V def2-TZVPD def2/J DEFGRID3
* xyz 0 1
C -0.93 -0.20 0.14
H -1.24 1.07 1.82
H 0.98 0.50 2.61
H 2.51 1.58 1.40
H -1.08 -1.23 0.44
H -1.97 1.40 -0.89
H 0.73 -2.39 -0.08
N 0.82 0.44 -1.76
H 1.39 -2.12 -1.70
H 0.27 1.30 -1.70
C 0.80 0.73 1.54
C 0.53 -0.37 -0.80
N -0.56 0.59 1.25
H -2.26 -0.22 -1.55
H 2.26 -1.51 -0.27
C -2.11 0.35 -0.63
N 1.62 1.49 0.90
C 1.27 -1.68 -0.71
H -3.02 0.27 -0.03
*
```

The HOMO energy comes out at -8.52 eV. The value obtained for the molar mass is 113.2 g mol⁻¹. The LUMO energy comes out at 0.8 eV. Its structure (SMILES) is [H]/N=C(/C)[C@H](C)N/C=N/[H]. For the frontier orbital gap, the calculation gives 9.343 eV.

Atom charges from the Löwdin analysis, given in e for atoms 1 to 4: -0.33, 0.14, 0.11, 0.05

***

Entry from OMol25: one molecule with the formula C5H11N3 at a distorted geometry (ωB97M-V with the def2-TZVPD basis set).

The geometry in ORCA input format:
```
! RIJCOSX wB97M-V def2-TZVPD def2/J DEFGRID3
* xyz 0 1
H 0.56 2.78 -0.90
H -2.71 -1.71 0.87
H -1.40 -2.86 1.17
H 3.10 -0.37 0.32
H 0.51 -1.87 -1.54
C 0.37 2.22 0.02
H 1.16 2.44 0.74
C -0.95 -1.37 -0.29
N 2.57 0.27 -0.25
H -1.33 -1.21 1.84
C -1.06 0.12 -0.59
H -1.27 0.28 -1.66
H 2.77 1.23 -0.02
N 0.19 -1.96 -0.58
H -1.84 0.59 0.01
N 1.25 -0.09 -0.26
H -0.58 2.58 0.43
C 0.28 0.75 -0.29
C -1.63 -1.82 0.97
*
```

The HOMO energy comes out at -7.81 eV. The value obtained for the molar mass is 113.2 g mol⁻¹. The LUMO energy comes out at 0.9 eV. Its structure (SMILES) is [H]/N=C(/C)C/C(C)=N/N. For the frontier orbital gap, the calculation gives 8.674 eV.

Atom charges from the Löwdin analysis, given in e for atoms 1 to 4: 0.09, 0.07, 0.07, 0.09

***

Entry from OMol25: one molecule with the formula C5H11N3 (ωB97M-V with the def2-TZVPD basis set).

The geometry in ORCA input format:
```
! RIJCOSX wB97M-V def2-TZVPD def2/J DEFGRID3
* xyz 0 1
H -0.83 -2.65 0.27
C 0.02 -1.95 0.15
H -1.40 -1.29 -1.84
C -0.49 -0.57 -0.14
H 0.61 -1.97 1.06
C -0.60 0.43 0.87
C 1.66 1.25 -0.73
H -1.67 0.35 -1.56
H -1.69 1.83 1.83
H 0.64 -2.33 -0.67
N -1.76 1.17 1.07
H -2.62 0.66 1.03
C 1.48 0.46 0.54
H 2.05 0.62 -1.53
N -1.47 -0.55 -1.15
H 2.43 0.06 0.92
N 0.54 0.71 1.49
H 0.73 1.71 -1.06
H 2.39 2.06 -0.56
*
```

The HOMO energy (spin up / spin down) comes out at -6.71 / -6.71 eV. The value obtained for the molar mass is 113.2 g mol⁻¹. The LUMO energy (spin up / spin down) comes out at 1.0 / 1.0 eV. Its structure (SMILES) is C/C=N\C(N)=C(/C)N. For the frontier orbital gap (spin up / spin down), the calculation gives 7.692 / 7.691 eV.

Atom charges from the Löwdin analysis, given in e for atoms 1 to 4: 0.08, -0.07, 0.08, -0.36

***

Entry from OMol25: a 3-piece molecular cluster, C5H11N3 overall at a distorted geometry (ωB97M-V with the def2-TZVPD basis set).

The geometry in ORCA input format:
```
! RIJCOSX wB97M-V def2-TZVPD def2/J DEFGRID3
* xyz 0 1
C -1.84 0.69 -0.91
H 0.89 -1.06 -2.77
H -1.74 -1.55 1.20
H 1.00 1.77 2.60
H -1.95 -1.74 -0.48
N -2.12 -1.17 0.35
H 2.88 0.26 -0.88
C 0.62 -0.09 1.78
H -0.28 0.81 3.44
H -1.89 0.14 -1.84
C 1.52 -0.93 -1.91
H 2.26 0.95 -2.45
N -1.90 0.15 0.23
H 1.51 -1.74 -1.18
H -1.75 1.75 -0.96
C 2.25 0.14 -1.73
N 0.99 -1.04 1.25
H -0.62 1.56 1.82
C 0.16 1.09 2.45
*
```

The HOMO energy comes out at -8.98 eV. The value obtained for the molar mass is 113.2 g mol⁻¹. The LUMO energy comes out at 0.9 eV. Its structure (SMILES) is C=NN.CC#N.C=C. For the frontier orbital gap, the calculation gives 9.923 eV.

Atom charges from the Löwdin analysis, given in e for atoms 1 to 4: -0.08, 0.04, 0.07, 0.08

***

Entry from OMol25: C5H11N3 as an isolated structure at a distorted geometry (ωB97M-V with the def2-TZVPD basis set).

The geometry in ORCA input format:
```
! RIJCOSX wB97M-V def2-TZVPD def2/J DEFGRID3
* xyz 0 1
N -1.76 -1.11 0.34
C 0.96 0.73 -0.55
H -0.27 1.83 1.24
H -2.57 -0.99 0.94
C 0.98 0.96 -2.03
H 1.81 0.39 -2.47
C -0.31 -0.61 2.20
C 0.62 -0.65 -0.09
H -1.27 1.43 -0.21
H -0.71 -1.44 2.77
H 1.14 2.01 -2.28
H 0.55 -0.09 2.61
C -0.61 -0.48 0.83
N -0.41 1.38 0.33
H 0.72 -2.52 -0.06
H 0.07 0.60 -2.51
H -1.96 -0.92 -0.64
H 1.78 1.19 0.00
N 1.25 -1.72 -0.40
*
```

The HOMO energy comes out at -6.41 eV. The value obtained for the molar mass is 113.2 g mol⁻¹. The LUMO energy comes out at 0.7 eV. For the frontier orbital gap, the calculation gives 7.131 eV.

Atom charges from the Löwdin analysis, given in e for atoms 1 to 4: 0.09, -0.19, 0.09, 0.09

***

What are the ΔE to the lowest compared entry with this formula, charge and spin values for these records? In order: 49.8 152.6 397.4 464.1 336.0 173.7 465.6 236.3 296.9 213.7 277.0 408.9 kJ/mol.